Record 1
{
  "formula": "C30H29HfN8O2Si",
  "method": "ωB97M-V/def2-TZVPD",
  "symbols": ["Hf", "N", "C", "N", "C", "N", "N", "C", "C", "C", "C", "C", "C", "N", "C", "C", "C", "C", "C", "C", "H", "H", "H", "H", "H", "H", "H", "H", "H", "H", "H", "O", "N", "O", "C", "C", "C", "C", "C", "C", "N", "C", "C", "N", "C", "C", "C", "C", "H", "H", "H", "H", "H", "H", "H", "C", "Si", "C", "C", "C", "H", "H", "H", "H", "H", "H", "H", "H", "H", "H", "H"],
  "positions_angstrom": [[-0.754, -1.027, 1.108], [0.215, -1.798, -3.024], [-0.503, -1.484, -1.983], [-0.313, -2.019, -0.764], [0.509, -3.127, -0.612], [0.551, -3.737, 0.546], [-0.261, -3.131, 1.463], [-0.798, -3.810, 2.432], [-1.822, -3.114, 3.187], [-2.564, -3.786, 4.130], [-3.674, -3.143, 4.727], [-3.985, -1.865, 4.303], [-3.208, -1.280, 3.337], [-2.135, -1.839, 2.767], [1.352, -3.485, -1.701], [2.199, -4.611, -1.648], [2.890, -4.959, -2.766], [2.883, -4.152, -3.907], [2.034, -3.106, -3.997], [1.245, -2.776, -2.921], [0.033, -1.341, -3.888], [-1.303, -0.796, -2.086], [-0.648, -4.901, 2.528], [-2.255, -4.796, 4.411], [-4.187, -3.672, 5.532], [-4.755, -1.319, 4.793], [-3.443, -0.274, 2.970], [2.194, -5.141, -0.743], [3.542, -5.817, -2.826], [3.510, -4.352, -4.797], [1.991, -2.563, -4.903], [-2.300, 5.353, 3.448], [-1.846, 4.893, 2.444], [-1.723, 5.436, 1.377], [-1.335, 3.488, 2.469], [-0.542, 3.151, 3.529], [0.171, 1.910, 3.581], [1.168, 1.565, 4.515], [2.003, 0.481, 4.264], [1.688, -0.367, 3.227], [0.781, -0.076, 2.326], [0.082, 1.089, 2.423], [-0.758, 1.456, 1.325], [-0.639, 0.696, 0.084], [-0.591, 1.583, -1.118], [-1.775, 2.475, -1.020], [-2.282, 2.944, 0.132], [-1.507, 2.644, 1.339], [-0.374, 3.888, 4.288], [1.365, 2.176, 5.404], [2.785, 0.226, 4.965], [2.238, -1.301, 3.072], [-0.734, 0.954, -2.014], [-2.245, 2.820, -1.950], [-3.100, 3.669, 0.118], [-0.213, 2.212, -4.290], [1.243, 2.558, -3.222], [2.686, 1.418, -3.597], [1.683, 4.345, -3.675], [0.765, 2.319, -1.334], [0.008, 2.545, -5.296], [-1.058, 2.804, -4.001], [-0.484, 1.142, -4.322], [3.015, 1.509, -4.655], [2.360, 0.366, -3.466], [3.532, 1.664, -2.948], [1.894, 4.363, -4.789], [2.534, 4.790, -3.150], [0.817, 5.000, -3.500], [0.664, 3.275, -0.883], [1.486, 1.758, -0.770]],
  "atomic_forces_ev_per_a": [[0.01, 1.14, 0.63], [0.54, -0.74, 1.31], [0.68, -0.81, 0.40], [-0.60, 0.41, -0.72], [0.45, -0.03, 1.22], [0.37, -0.46, -0.60], [-0.29, -0.82, 0.36], [0.52, -0.12, -1.27], [-0.53, 0.17, -0.03], [-0.15, 0.11, 0.31], [0.91, -0.58, -0.04], [0.16, -0.90, 0.79], [0.35, 1.36, -0.93], [-0.19, -0.66, 0.34], [0.17, -0.44, -1.27], [-0.94, 1.23, -0.52], [1.34, -0.29, -0.79], [0.79, -0.98, -0.63], [-0.58, 0.92, 0.09], [-0.65, -0.16, 0.84], [-0.14, 0.30, -0.92], [-0.46, 0.54, -0.25], [0.18, 0.67, 0.07], [-0.26, 0.33, -0.03], [-0.16, 0.35, -0.29], [-0.64, 0.39, 0.01], [-0.02, -0.28, 0.28], [0.29, -0.88, 0.93], [-0.05, -0.23, 0.44], [-0.36, -0.21, 0.84], [-0.18, 0.64, -0.78], [-0.14, 0.05, 0.72], [0.05, -0.72, -0.40], [0.02, 0.35, -0.62], [0.22, -0.34, 0.11], [0.24, -0.55, 0.08], [-0.19, 0.50, -0.95], [0.61, 0.16, 0.11], [-0.66, 0.37, 1.01], [1.42, -0.94, 0.03], [-0.97, -0.47, -0.96], [-0.53, 0.93, 0.32], [0.26, -0.13, -0.60], [-0.41, 0.42, 0.24], [0.23, -0.62, -0.21], [-1.01, 0.83, -0.43], [0.69, 0.27, -0.15], [-0.22, -0.12, 0.12], [-0.06, 0.23, 0.47], [-0.27, -0.12, -0.37], [0.07, -0.01, -0.09], [-0.22, 0.28, 0.17], [-0.10, 0.13, 0.61], [0.24, -0.24, 0.28], [0.36, -0.32, 0.21], [-0.08, -0.97, -0.08], [1.08, 1.13, 0.27], [-0.41, -0.25, -0.54], [-0.08, -0.28, -0.51], [-1.06, -0.58, -0.76], [0.19, -0.15, -0.33], [-0.70, 0.21, 0.29], [-0.17, 0.33, -0.16], [-0.19, 0.07, 0.64], [0.41, 0.28, 0.16], [-0.06, -0.28, -0.08], [-0.16, 0.00, 1.23], [-0.05, -0.17, -0.11], [0.16, -0.10, -0.09], [0.17, 1.09, 0.51], [0.73, -0.25, 0.07]],
  "relative_energy_kcal_mol": 49.9,
  "e_lumo_ha": -0.3809,
  "homo_energy_ha": -0.616,
  "total_charge": 3,
  "homo_lumo_gap_ev": 6.4
}

Record 2
{
  "formula": "C21H25F3N2O4",
  "method": "ωB97M-V/def2-TZVPD",
  "symbols": ["C", "H", "C", "H", "H", "C", "N", "H", "C", "C", "C", "C", "C", "C", "C", "H", "O", "C", "H", "H", "H", "O", "C", "H", "H", "C", "O", "N", "C", "C", "C", "C", "C", "C", "H", "H", "H", "C", "F", "F", "F", "H", "H", "H", "H", "H", "H", "C", "O", "H", "H", "H", "H", "H", "H"],
  "positions_angstrom": [[-0.500, 1.906, 1.566], [-1.541, 1.580, 1.632], [-0.058, 1.720, 0.045], [0.930, 2.180, -0.168], [-0.189, 0.889, -0.568], [-1.072, 2.885, -0.833], [-1.080, 2.717, -2.206], [0.144, 2.391, -2.610], [-1.700, 1.581, -2.881], [-1.429, 0.109, -2.583], [-0.296, -0.515, -3.175], [0.156, -1.729, -3.004], [-0.563, -2.421, -2.094], [-1.444, -1.859, -1.005], [-1.826, -0.546, -1.543], [-2.729, 0.044, -0.755], [-2.091, -2.455, -0.059], [-2.741, -1.717, 1.017], [-2.664, -2.610, 1.841], [-2.175, -0.845, 1.423], [-3.597, -1.499, 0.567], [0.065, -3.585, -1.486], [-0.168, -4.451, -0.394], [-1.317, -4.654, -0.272], [0.671, -5.424, -0.678], [0.166, -3.809, 0.791], [-0.388, -4.014, 1.742], [1.188, -2.809, 0.667], [1.477, -1.662, 1.556], [2.258, -0.747, 1.005], [2.932, 0.180, 1.869], [2.619, 0.223, 3.087], [1.750, -0.856, 3.724], [1.183, -1.734, 2.751], [0.591, -2.534, 3.197], [1.612, -0.952, 4.894], [3.037, 0.917, 3.719], [3.543, 1.366, 1.505], [3.542, 1.549, 0.021], [3.557, 2.587, 2.067], [4.828, 1.037, 1.504], [2.517, -0.559, 0.170], [1.373, -2.483, -0.359], [0.631, -2.186, -3.670], [0.096, 0.060, -4.192], [-1.888, 1.591, -3.985], [-2.937, 1.713, -2.508], [-0.853, 4.223, -0.699], [-1.395, 5.018, -1.430], [-1.487, 4.769, -2.182], [0.430, 4.419, -0.873], [-0.799, 4.542, 0.406], [-2.004, 2.422, -0.583], [0.014, 1.185, 2.066], [-0.383, 2.851, 1.961]],
  "atomic_forces_ev_per_a": [[-1.36, -2.30, -4.16], [-0.15, 0.34, 0.08], [-1.06, 6.68, 0.10], [-0.24, -0.55, 0.38], [-0.32, -1.87, 0.06], [0.49, -8.30, 1.15], [6.09, -3.81, -6.79], [-3.94, 1.96, 1.70], [-6.52, -0.51, 1.12], [4.65, 1.99, -2.06], [-0.77, 6.33, -5.82], [-4.09, 1.06, 4.52], [-1.41, -3.51, 9.90], [0.96, 4.38, -8.03], [-5.92, -1.58, 8.53], [2.65, -1.57, -2.54], [0.86, -1.19, 1.20], [4.74, -3.53, 3.03], [-1.04, 2.58, -1.71], [-0.25, -0.60, -0.69], [-4.25, 1.17, -0.63], [1.20, -0.46, -3.55], [-1.13, -3.41, -5.49], [2.37, -0.60, -0.49], [-3.03, 2.53, 1.20], [6.24, 5.28, -3.85], [-4.60, -2.06, 9.19], [-0.04, 1.79, -2.39], [0.97, -3.96, -10.86], [0.50, 2.02, 9.97], [-4.91, -1.72, -4.38], [-4.10, -4.72, 9.34], [1.17, 1.65, -1.32], [-1.89, 0.15, 14.02], [0.07, 0.09, -0.60], [0.15, 0.30, -2.87], [0.73, 1.62, 1.54], [5.87, 2.97, -6.79], [-2.17, 0.58, 1.88], [-1.94, -1.17, -0.07], [3.10, -0.38, 1.53], [2.51, 1.11, -11.46], [-0.53, -1.42, 2.55], [4.85, -3.66, -5.06], [-0.71, -1.30, 2.74], [1.07, 1.05, 0.80], [3.07, -0.49, -0.93], [10.45, 0.45, 9.57], [-4.46, 12.06, 8.38], [-1.77, -4.87, -14.58], [-2.15, -1.15, 0.41], [-0.80, -0.24, -1.32], [-1.38, 0.60, 0.94], [1.70, -1.81, 2.11], [0.45, 1.99, 0.53]],
  "relative_energy_kcal_mol": 439.4,
  "e_lumo_ha": 0.0081,
  "homo_energy_ha": -0.304,
  "homo_lumo_gap_ev": 8.5
}

Record 3
{
  "formula": "C2H9NO2",
  "method": "ωB97M-V/def2-TZVPD",
  "symbols": ["C", "C", "N", "H", "H", "H", "H", "H", "H", "H", "O", "H", "H", "O"],
  "positions_angstrom": [[1.499, -0.843, 0.466], [-0.392, -0.562, 1.779], [0.566, 0.120, 1.135], [2.680, -0.513, 0.460], [1.660, -1.724, 0.904], [1.024, -0.871, -0.529], [-1.016, 0.039, 2.497], [-0.714, -1.582, 1.488], [-1.378, 0.671, -1.894], [-0.686, 0.270, -3.115], [-1.171, -0.152, -2.409], [-0.495, 1.062, 0.072], [-0.464, 2.412, -0.455], [-1.113, 1.674, -0.402]],
  "atomic_forces_ev_per_a": [[3.43, 5.00, -1.96], [0.66, 3.69, -0.44], [-1.77, -5.84, 1.81], [-3.05, 0.12, -0.65], [-0.53, -3.53, 2.27], [0.54, 0.08, -0.26], [0.67, -0.80, -0.27], [0.30, 0.55, -0.09], [-0.14, -1.05, -0.15], [0.32, -0.32, -0.83], [-0.02, 1.07, 0.88], [-1.41, 0.70, -0.98], [-1.06, 0.09, -0.38], [2.06, 0.23, 1.04]],
  "relative_energy_kcal_mol": 92.5,
  "e_lumo_ha": [-0.2528, -0.3727],
  "homo_energy_ha": [-0.528, -0.525],
  "total_charge": 1,
  "spin_multiplicity": 2,
  "homo_lumo_gap_ev": [7.5, 4.2]
}

Question: Number 1 is which compound?
Answer: C30H29HfN8O2Si